i | The following is a quantum chemistry calculation of an isolated molecule of C23H24N4O3S, from OMol25.

Geometry as XYZ:
```
55
C23H24N4O3S wB97M-V/def2-TZVPD
C 5.117 -1.204 -1.362
H 4.969 1.285 1.569
S -0.555 2.876 -1.119
C 4.998 0.590 0.742
H -1.741 1.834 -2.845
H 0.255 1.246 3.786
H -0.920 -0.283 -3.074
C 4.029 -0.367 -1.238
H 1.348 -1.368 0.592
C 0.045 0.803 2.824
C -2.692 1.173 -1.092
N -2.575 0.926 0.236
H 7.948 -2.079 0.304
H 7.971 -1.713 -1.422
C -4.673 -0.273 0.200
C 0.927 -0.108 2.268
H -0.144 -1.744 -1.218
N 1.354 2.861 0.727
C 2.794 1.396 -0.075
C -0.602 0.152 -2.124
H 0.454 0.415 -2.200
H -6.351 -1.180 -1.405
H 1.828 -0.387 2.795
H -1.791 1.871 2.569
C 0.924 2.317 -0.397
H -1.834 -1.242 -1.031
N 1.785 1.423 -0.928
C -1.420 1.419 -1.886
H 7.028 -3.076 -0.833
C -3.836 0.777 0.935
C 7.346 -2.062 -0.600
H -8.006 -2.585 -0.153
H -7.700 -0.186 -0.777
N 2.543 2.277 0.921
C 3.956 0.543 -0.182
H 3.219 -0.397 -1.949
O -4.212 -1.288 -0.253
H -4.391 1.719 0.950
C 6.162 -1.161 -0.443
C -0.489 -0.317 0.327
H 3.092 2.518 1.729
H -7.733 -1.606 1.296
C -1.107 1.151 2.146
H -3.646 0.431 1.952
C 6.084 -0.253 0.607
H 5.163 -1.904 -2.183
C -7.281 -1.975 0.379
C -0.797 -0.893 -1.020
C 0.658 -0.660 1.028
C -6.849 -0.813 -0.503
O -5.954 0.065 0.186
O -3.788 1.256 -1.616
H -6.421 -2.591 0.630
C -1.375 0.598 0.899
H 6.885 -0.206 1.330
```

Calculated values
SMILES	CCOC(=O)CN1C(=O)[C@@H](Sc2n[nH]c(-c3ccc(C)cc3)n2)CCc2ccccc21
charge	0
gap between HOMO and LUMO	8.720	eV
LUMO energy	0.015	hartree
highest occupied orbital energy	-8.31	eV

---

ii | The following is a quantum chemistry calculation of an isolated molecule of C23H24N4O3S, from OMol25.

Geometry as XYZ:
```
55
C23H24N4O3S wB97M-V/def2-TZVPD
N -0.042 2.479 -0.032
C 1.751 2.421 2.641
C 2.842 -1.061 -2.030
C -1.351 -2.180 -1.477
C 0.402 2.270 2.340
H 1.647 0.115 -3.366
H 2.328 3.191 2.149
C 1.657 -1.170 5.804
C 2.361 1.605 3.568
O 2.334 -0.153 5.106
N -5.191 -0.564 -4.187
C 0.286 0.446 3.917
H 0.839 -0.767 6.409
C 0.794 0.027 -1.406
H -3.349 -2.674 -2.349
C 2.171 -1.785 1.623
C -0.315 1.273 2.983
C -1.852 0.665 -3.662
H 2.820 -1.124 2.199
C -3.378 0.132 -5.597
C -2.402 -2.194 -2.539
C -0.389 0.887 -1.786
C 2.023 -1.266 0.227
H -2.835 -0.576 -1.083
C 0.935 -0.476 -0.119
C -3.115 0.143 -4.243
C 1.634 0.605 4.217
H 0.179 4.110 1.238
H 0.183 -0.260 0.627
H -1.556 -2.651 -0.529
N -1.437 0.150 -2.482
S -4.970 -0.411 -5.833
H 3.587 -1.293 -2.776
H 2.399 -1.623 6.458
H 1.206 -1.825 2.121
H -2.726 0.409 -6.398
H -2.065 -2.281 -3.562
H -0.059 1.645 -2.512
C -2.103 -0.920 -1.806
H -1.324 3.163 1.417
H 3.828 -2.166 -0.488
H -0.325 -2.271 -1.796
O -2.074 1.495 -0.137
H 2.616 -2.778 1.623
C 1.756 -0.270 -2.363
C -0.948 1.627 -0.562
C 2.976 -1.552 -0.743
C -0.245 3.104 1.264
O -1.233 1.534 -4.260
H -0.306 -0.316 4.400
H 0.908 2.440 -0.369
H -1.361 1.137 2.748
N -4.182 -0.254 -3.520
H 1.265 -1.932 5.122
H 3.406 1.718 3.811
```

Calculated values
SMILES	COc1ccc(CNC(=O)[C@@H](c2cccc(C)c2)N(C(=O)c2csnn2)C2CC2)cc1
charge	0
gap between HOMO and LUMO	8.970	eV
LUMO energy	0.014	hartree
highest occupied orbital energy	-8.59	eV

---

iii | The following is a quantum chemistry calculation of an isolated molecule of C23H24N4O3S, from OMol25.

Geometry as XYZ:
```
55
C23H24N4O3S wB97M-V/def2-TZVPD
H 2.178 0.949 3.607
H -5.935 -1.637 -0.389
C -5.068 -1.009 -0.259
C 1.151 0.942 5.524
C 1.327 1.447 4.094
H -2.163 1.370 0.219
C -0.058 -1.245 2.944
C 0.177 1.361 -3.069
C 2.723 1.499 -2.757
C 3.594 -0.551 -3.340
C -3.799 -1.481 -0.547
H 1.648 -1.648 -0.540
S 1.910 -0.776 -3.605
H 2.746 2.519 -2.416
H 4.267 -1.363 -3.532
H -0.195 1.497 -4.089
C 0.889 1.605 -0.008
H 3.945 1.142 1.341
H -0.844 0.098 1.561
H 2.221 2.929 1.029
H -3.650 -2.489 -0.905
C -0.339 -0.132 3.956
H -1.424 -0.032 4.082
C -2.963 0.653 0.081
H -1.358 -1.941 -1.383
C 1.737 -0.619 -0.218
C -2.708 -0.637 -0.375
C -0.801 0.400 -2.399
H 0.152 2.332 -2.571
C -0.768 -1.752 0.662
H -0.461 -2.202 3.285
C 0.385 -0.364 5.297
H 0.115 2.344 -0.158
H 4.872 1.040 -2.673
H 1.076 -1.202 5.202
H 1.025 -1.355 2.802
N 2.845 -0.306 0.422
O -0.505 -2.930 0.749
C 0.724 0.306 -0.480
C -5.199 0.294 0.195
C 3.879 0.697 -2.897
H 1.454 2.528 4.020
N -0.681 -0.890 1.689
N -4.170 1.107 0.361
H 0.543 1.646 6.092
O -1.823 0.043 -2.941
H -0.314 -0.580 6.101
C 1.577 0.847 -3.092
C -1.309 -1.135 -0.639
H 2.099 0.795 6.035
O 0.121 1.113 3.440
C 3.010 0.939 0.836
N -0.452 -0.072 -1.166
C 2.059 1.931 0.654
H -6.167 0.713 0.436
```

Calculated values
SMILES	O=C(NC[C@H]1CCCO1)[C@@H](c1cccnc1)N(C(=O)Cc1cccs1)c1cccnc1
charge	0
gap between HOMO and LUMO	9.290	eV
LUMO energy	0.022	hartree
highest occupied orbital energy	-8.68	eV

---

Most stable structure - i; separation to the second - 91.3 kJ/mol.

---

i | The following is a quantum chemistry calculation of an isolated molecule of C7H16N2O, from OMol25.

Geometry as XYZ:
```
26
C7H16N2O wB97M-V/def2-TZVPD
N -0.657 -2.056 -0.238
C -0.916 0.200 1.912
C 1.022 -0.364 0.238
H 2.076 0.973 -1.063
H 0.264 -0.596 3.427
C -0.848 0.960 -1.478
H -1.314 1.704 -2.170
H 0.259 2.422 -0.474
H -1.191 1.063 2.539
H -0.156 -1.680 2.328
H -0.277 -2.101 -1.220
C 1.505 -0.002 -1.128
N -0.520 -0.849 2.832
C 0.153 0.730 0.878
H -0.829 -3.062 -0.033
H 1.922 -0.533 0.865
H 0.806 0.944 -2.911
H -1.441 2.119 0.188
H -1.594 0.201 -1.258
H -1.758 -0.226 1.347
H 0.043 -0.588 -2.678
C 0.391 0.302 -2.138
O 0.548 -1.746 0.388
C -0.495 1.690 -0.166
H 0.876 1.312 1.507
H 2.132 -0.817 -1.494
```

Calculated values
SMILES	NC[C@@H]1CCCC[C@@H]1ON
charge	0
gap between HOMO and LUMO	9.454	eV
LUMO energy	0.031	hartree
highest occupied orbital energy	-8.62	eV

---

ii | The following is a quantum chemistry calculation of a cluster of 2 separate species, C7H16N2O in total, from OMol25.

Geometry as XYZ:
```
26
C7H16N2O wB97M-V/def2-TZVPD
H 2.970 -1.319 -1.320
N -1.300 -1.598 -0.152
H -1.957 2.297 -0.872
C -0.409 -0.842 -0.624
C 0.837 -1.508 -1.216
O 0.654 -1.768 -2.595
H 0.193 1.212 -0.581
H 2.252 -0.503 0.084
H 2.114 0.217 -1.520
H -0.813 1.339 3.043
H 0.727 -0.937 -3.080
C 2.126 -0.724 -0.972
C -1.961 1.226 -0.695
H -2.745 0.784 -1.304
H -0.450 0.690 -2.134
C 0.061 1.607 2.432
H -2.212 -1.180 -0.045
C 0.278 -0.679 2.041
H -0.249 2.296 1.640
H 0.899 -2.500 -0.758
H 0.866 -1.535 1.749
H 0.793 2.134 3.059
N 0.724 0.486 1.838
C -0.604 0.637 -1.054
H -2.209 1.056 0.349
H -0.586 -0.885 2.687
```

Calculated values
SMILES	[H]/N=C(\CC)[C@H](C)O.C=NC
charge	0
gap between HOMO and LUMO	10.347	eV
LUMO energy	0.033	hartree
highest occupied orbital energy	-9.46	eV

---

iii | The following is a quantum chemistry calculation of a cluster of 2 separate species, C7H16N2O in total, from OMol25.

Geometry as XYZ:
```
26
C7H16N2O wB97M-V/def2-TZVPD
C -1.867 -0.298 -1.380
H -1.426 -1.575 1.303
C 0.566 -1.045 0.549
H -0.123 3.217 -0.776
H 1.406 -1.608 0.142
H -0.878 -2.582 -0.049
H 0.182 0.325 2.177
H -0.206 -2.809 1.558
H -2.575 0.708 0.982
H -1.178 -0.967 -1.887
C 1.000 -0.286 1.780
C 1.136 0.232 -1.132
H 3.149 0.207 -1.645
H -0.134 2.407 0.654
C -1.207 0.535 -0.330
H 1.848 0.371 1.564
H 2.681 1.512 -0.409
O -0.031 1.286 -0.934
N -1.682 1.089 0.692
H 1.312 -0.958 2.592
H -2.653 -0.895 -0.921
H -2.315 0.369 -2.123
C -0.549 -2.045 0.845
N 0.358 2.499 -0.240
H 0.803 -0.422 -1.923
C 2.383 0.731 -1.089
```

Calculated values
charge	0
gap between HOMO and LUMO	6.784	eV
LUMO energy	0.022	hartree
highest occupied orbital energy	-6.18	eV

---

Most stable structure - ii; separation to the second - 72.9 kJ/mol.

---

i | The following is a quantum chemistry calculation of the ion C9H13N2 with charge +1, from OMol25.

Geometry as XYZ:
```
24
C9H13N2 wB97M-V/def2-TZVPD
H 0.359 1.714 0.926
H -2.971 -0.393 1.881
H 0.708 2.698 -0.631
N -0.363 -0.703 -0.351
C 2.595 0.815 1.009
C 0.493 -1.621 -0.812
H -2.156 1.761 -1.608
C -2.661 0.915 0.118
H -0.818 -1.705 1.398
C 1.928 1.010 -0.108
C -1.255 -0.916 0.810
N 0.652 -2.862 -0.380
H 3.605 0.430 0.915
H 1.481 -3.422 -0.552
H 0.156 -3.187 0.533
C -2.363 -0.222 1.041
C -0.426 0.652 -0.927
H -0.023 0.485 -2.055
H 2.324 0.797 -1.003
C -1.791 1.291 -0.805
H 1.225 -1.397 -1.570
H 2.272 0.833 2.038
H -3.598 1.372 0.355
C 0.625 1.651 -0.221
```

Calculated values
SMILES	C=CC[C@@H]1C=CC=CN1C=[NH2+]
charge	+1
gap between HOMO and LUMO	8.640	eV
LUMO energy	-0.147	hartree
highest occupied orbital energy	-12.65	eV

---

ii | The following is a quantum chemistry calculation of a structure of composition C9H13N2, from OMol25.

Geometry as XYZ:
```
24
C9H13N2 wB97M-V/def2-TZVPD
C 2.318 -1.808 -0.023
C 1.129 1.570 0.308
C -0.434 1.180 -1.526
H -1.787 2.166 1.044
H -0.884 0.767 1.937
C -1.365 1.033 0.988
H -0.977 -2.629 -0.080
C -2.457 0.093 0.616
H -1.402 0.541 -1.761
C 2.110 0.667 0.312
H 0.383 0.825 -2.222
H 1.749 -2.512 -0.729
C -0.149 0.916 0.032
H 2.460 -2.253 1.008
H 3.363 -1.580 -0.411
N -1.106 -1.720 -0.403
H -3.440 0.463 0.925
C -2.283 -1.161 0.090
H -0.649 2.292 -1.770
C 0.303 -0.472 0.108
H 1.330 2.688 0.317
H -3.226 -1.618 -0.049
N 1.561 -0.674 0.113
H 3.071 0.897 0.600
```

Calculated values
charge	+1
gap between HOMO and LUMO	7.802	eV
LUMO energy	-0.166	hartree
highest occupied orbital energy	-12.33	eV

---

iii | The following is a quantum chemistry calculation of a cluster of 3 separate species, C9H13N2 in total, from OMol25.

Geometry as XYZ:
```
24
C9H13N2 wB97M-V/def2-TZVPD
C -2.638 -1.874 -1.080
H 3.285 -1.929 0.485
C -2.126 3.321 -0.342
C -0.606 -0.172 -0.181
C -1.123 3.273 -0.953
H -3.271 -2.473 -1.683
C -1.819 -1.227 -1.998
C 0.554 0.195 0.279
H 1.738 1.673 1.014
N 1.603 0.651 0.791
H -0.015 0.066 -2.159
H -0.258 3.229 -1.498
C -0.811 -0.405 -1.619
H -1.973 -1.261 -3.106
H 4.039 -0.651 -0.424
C -1.826 -0.340 0.663
H -2.365 0.551 0.570
H -1.671 -0.478 1.713
N 3.757 -0.890 0.464
H -3.395 -1.965 0.909
H 2.661 0.119 0.704
H -2.917 3.544 0.238
H 4.458 -0.719 1.217
C -2.706 -1.475 0.210
```

Calculated values
charge	+1
gap between HOMO and LUMO	8.332	eV
LUMO energy	-0.124	hartree
highest occupied orbital energy	-11.70	eV

---

Most stable structure - i; separation to the second - 195.9 kJ/mol.